# 1
Formula: C30H32ClN3SSi2Tc
Source: the OMol25 dataset
Level of theory: ωB97M-V with the def2-TZVPD basis set

Structure (XYZ):
```
70
C30H32ClN3SSi2Tc (ωB97M-V with the def2-TZVPD basis set)
C 1.907 -1.221 -4.431
H -0.125 -2.355 5.908
H 1.452 2.673 7.528
C -3.196 2.856 0.931
C -2.827 3.484 -0.266
H -3.506 4.207 -0.714
C -1.581 3.239 -0.865
C 0.220 -2.371 -5.767
C -2.144 0.185 4.946
H -1.267 3.789 -1.758
C 2.396 2.462 -5.468
H -4.137 3.088 1.442
H 2.417 -0.415 4.285
H -2.670 1.135 5.025
H 0.257 2.110 -0.731
C -0.040 3.346 -4.396
C 0.755 -3.607 -5.394
H 1.722 -1.741 4.863
H -0.653 -2.327 -6.420
H 0.027 4.898 -5.899
H -2.399 -0.659 -0.459
H 0.717 -2.688 1.768
H 4.051 0.350 -3.555
H 3.322 2.100 -5.921
C -0.650 -3.971 0.692
H -3.244 -2.862 -1.276
C -1.461 -1.892 4.172
N 1.579 -0.723 4.794
C -1.155 1.549 0.821
C -1.917 -1.589 -0.142
H 0.445 -0.222 -5.702
H -2.604 1.429 2.439
N 1.768 -0.192 6.127
C 0.820 -1.180 -5.328
C -0.729 2.287 -0.297
H -0.177 -4.887 1.060
Tc -0.247 -0.117 3.982
H -2.973 -0.670 3.045
H -2.103 -4.970 -0.544
H 0.152 1.712 -2.994
H 2.153 0.263 -2.098
C 0.530 4.023 -5.479
C 1.842 1.797 -4.351
C 1.742 3.570 -6.020
C -0.750 -1.628 5.395
H 0.272 -4.533 -5.710
N 1.784 1.728 7.376
H 2.422 -4.605 -4.446
C 1.407 1.116 6.247
H 3.494 -2.491 -3.683
C 0.617 2.244 -3.831
C -2.376 -2.828 -0.609
C -1.186 -0.346 5.886
Si 2.551 0.287 -3.520
H 2.743 -0.374 6.418
C -1.732 -4.006 -0.199
H 2.611 1.443 7.893
H -1.003 3.661 -3.986
Si -0.176 0.073 1.491
C 2.535 -2.463 -4.205
C -2.339 1.905 1.492
C -2.302 -0.768 3.893
C -0.171 -2.733 1.129
Cl 1.708 0.328 0.745
H -1.375 -2.784 3.557
H -0.918 0.118 6.829
S 0.420 1.870 5.081
C 1.945 -3.647 -4.655
C -0.825 -1.548 0.740
H 2.171 4.084 -6.883
```

Summary:
Orbital gap (spin up / spin down)   6.99 / 2.48 eV
HOMO energy (spin up / spin down)   -12.435 / -12.245 eV
Energy above the lowest of the compared OMol25 structures with the same formula, charge and spin   22.6 kcal/mol
Lowest unoccupied orbital energy (spin up / spin down)   -5.4 / -9.8 eV
Charge   +2
DFT total energy   -77394.8183 eV
Multiplicity   4


# 2
Formula: C30H32F7N4O9PS3
Source: the OMol25 dataset
Level of theory: ωB97M-V with the def2-TZVPD basis set

Structure (XYZ):
```
86
C30H32F7N4O9PS3 (ωB97M-V with the def2-TZVPD basis set)
F -0.516 6.302 -2.648
C 1.844 -2.830 4.759
H 1.749 -0.068 0.784
C -0.302 -1.748 -1.400
C -0.183 -2.472 6.036
H -3.820 2.522 2.187
S 0.605 3.749 -3.010
F -4.322 4.475 -3.645
F -2.368 5.332 -4.714
C -0.969 -1.884 -2.919
S -4.406 -2.573 0.793
C 4.564 -3.814 4.527
O -5.638 1.429 1.931
C 2.608 -2.655 3.508
F -2.724 2.883 -4.429
H -2.701 -0.799 -4.126
C -2.839 4.245 -3.801
N 3.211 2.590 1.620
O 2.116 3.454 -8.266
H -3.377 -0.005 1.624
H 3.660 1.638 1.458
F -2.401 2.968 -1.651
C 1.650 -3.715 7.003
O 3.919 3.284 -1.002
C 6.061 -3.412 2.199
C 1.683 2.469 -7.464
F -3.083 5.264 -1.504
C -2.432 -1.079 -3.022
H 7.672 -4.386 3.249
C 1.309 0.444 -0.172
H -1.230 -3.040 -3.051
H 6.350 -4.755 5.311
H 0.119 -1.741 4.034
N 0.071 0.889 -2.344
N -4.347 0.027 -0.432
C -0.671 4.876 -2.200
H 0.972 1.745 -7.899
C -4.172 -1.473 -0.481
O 0.217 3.436 -4.488
H -0.221 -1.526 -3.744
H 4.018 2.346 -1.384
H -2.535 1.135 0.367
C 0.553 -2.297 4.863
H -7.023 -0.212 1.327
C -3.588 0.680 0.699
F -0.321 4.896 -0.730
C 2.398 -3.525 5.833
H -1.183 -2.051 6.117
O 1.944 4.530 -3.055
C -2.210 4.315 -2.288
H -0.483 0.913 -3.232
C 0.317 -0.209 -1.332
H 3.490 1.326 -7.880
H -5.820 1.394 -1.247
O 4.263 -4.663 6.695
H 3.629 2.327 -6.505
O 2.101 -2.091 2.545
H -2.406 -0.063 -2.395
C 3.993 -3.160 3.435
C 3.777 -4.049 5.753
C -6.503 0.770 0.940
C 5.892 -4.254 4.459
S -3.681 -2.200 -2.169
H -4.646 2.805 0.488
H -6.389 -0.402 -1.068
C 2.934 1.603 -6.966
O -3.647 -4.845 3.486
H 1.149 2.771 -6.545
P 2.508 3.149 0.059
H 4.297 -2.467 1.406
C 4.740 -2.967 2.266
H -1.184 -1.881 -0.614
H -0.216 -3.334 8.012
C -5.794 0.460 -0.505
H 2.490 2.542 2.375
C 0.758 2.190 -1.980
C -4.427 1.993 1.306
H -7.391 1.534 0.716
H -3.736 -4.235 2.777
H 6.641 -3.258 1.292
C 6.639 -4.048 3.298
H 0.555 -2.536 -1.284
C 0.362 -3.189 7.101
N 1.506 1.880 -0.700
H 2.071 -4.269 7.841
O 2.499 0.600 -6.190
```

Summary:
Orbital gap   2.46 eV
HOMO energy   -1.189 eV
Lowest unoccupied orbital energy   1.3 eV
Charge   -2
DFT total energy   -116813.1581 eV


# 3
Formula: C30H32MoN3O2PS2Sb
Source: the OMol25 dataset
Level of theory: ωB97M-V with the def2-TZVPD basis set

Structure (XYZ):
```
72
C30H32MoN3O2PS2Sb (ωB97M-V with the def2-TZVPD basis set)
H -1.186 4.997 -1.832
H 3.244 -4.699 -2.712
H 2.182 3.392 1.894
C 1.862 0.963 4.537
H -3.071 -3.833 3.295
N -1.321 3.991 -1.879
H 0.465 3.890 1.847
C 0.571 -3.857 -0.814
C -0.122 2.243 -0.702
H -3.038 -3.210 0.886
H 0.510 -1.597 3.977
C -2.110 3.578 -3.103
C -4.093 0.383 -1.783
C 0.397 -2.549 -1.254
C -3.235 -0.916 -3.621
H 2.908 0.914 4.236
C -4.192 -0.058 -3.099
O -1.066 2.387 0.084
H -2.025 4.382 -3.832
C 1.593 -4.628 -1.346
H 1.738 -5.642 -0.999
H -3.324 -1.276 -4.637
H 1.733 1.738 5.291
H -1.613 0.592 3.888
N 7.067 0.808 1.234
C 5.230 -0.903 1.828
C 5.585 -2.095 2.535
C 2.268 -2.791 -2.754
C 1.244 3.424 2.445
H -3.153 3.452 -2.824
C 6.248 0.045 1.497
C -2.169 -1.336 -2.834
H -1.768 3.661 -0.998
C -3.026 -0.023 -0.994
Mo 1.115 -0.218 0.767
H 1.135 -0.983 -2.543
H -4.858 1.026 -1.364
C -2.275 -2.847 1.565
Sb 0.688 1.424 2.841
H 0.661 1.675 -3.214
C -1.285 -2.731 3.752
H -1.606 2.135 -4.636
H -1.306 2.252 4.454
H -1.437 -2.022 -3.241
C -2.061 -0.884 -1.523
C -1.253 -2.017 1.122
C -1.283 1.586 3.595
S 3.340 0.750 0.670
C 2.440 -4.096 -2.311
H -1.791 1.447 -3.025
N 5.869 -3.054 3.101
C -0.246 -1.503 1.950
H -5.029 0.252 -3.711
H 0.808 3.912 -1.678
H -0.068 -4.263 -0.040
S 2.595 -1.711 1.878
C 3.938 -0.665 1.503
H -1.295 -3.032 4.792
C 0.048 2.572 -3.255
H 0.490 3.256 -3.980
C -1.421 2.309 -3.579
H 1.552 0.003 4.940
H 1.382 3.977 3.371
C 1.252 -2.014 -2.221
C -0.270 -1.905 3.288
H 2.935 -2.371 -3.495
C -0.014 3.228 -1.882
H -1.932 1.963 2.805
C -2.291 -3.193 2.906
O 0.806 1.393 -0.647
H -2.951 0.317 0.031
P -0.713 -1.392 -0.443
```

Summary:
Orbital gap (spin up / spin down)   6.86 / 7.14 eV
HOMO energy (spin up / spin down)   -10.150 / -10.531 eV
Energy above the lowest of the compared OMol25 structures with the same formula, charge and spin   12.2 kcal/mol
Lowest unoccupied orbital energy (spin up / spin down)   -3.3 / -3.4 eV
Charge   +1
DFT total energy   -79541.4965 eV
Multiplicity   3


# 4
Formula: C30H32N3S
Source: the OMol25 dataset
Level of theory: ωB97M-V with the def2-TZVPD basis set

Structure (XYZ):
```
66
C30H32N3S (ωB97M-V with the def2-TZVPD basis set)
H -2.507 2.965 -3.615
H -4.032 0.965 -2.978
H 0.903 2.689 -0.227
N -7.633 4.222 0.538
C -3.184 0.537 -2.441
C -6.517 3.900 0.492
H 1.515 -2.428 3.410
H -0.023 -3.129 5.183
C -0.427 -2.809 4.209
C -5.094 3.500 0.400
H -1.870 0.702 1.579
H -1.025 1.966 -3.653
C -1.807 -2.803 3.996
C -0.068 3.179 -0.063
C 1.619 -1.616 -2.532
H -0.828 -0.537 -2.018
H -1.831 -1.604 0.781
H 2.403 -2.929 -4.054
C -1.445 -1.946 1.748
C 2.290 -1.779 1.086
H 5.244 -0.256 -2.168
H -1.138 3.369 -2.536
C -0.466 0.148 -1.244
H -4.940 2.511 0.852
H -2.487 -3.165 4.773
H 6.154 -1.572 1.583
H 0.514 -2.244 -0.121
C -3.097 2.626 -0.984
C 0.444 -2.400 3.204
H 4.725 -2.030 -3.866
C 3.142 -2.658 0.383
H -3.378 -2.358 2.582
C 1.886 -0.561 -1.636
N -2.507 2.858 0.142
C -2.317 1.672 -1.918
H 2.171 -0.339 2.702
H -1.249 2.220 2.284
H 0.624 -2.068 -2.561
C -1.080 1.458 1.504
C -1.699 2.546 -3.003
C 2.634 -2.131 -3.336
S -4.595 3.365 -1.416
C -0.038 -1.971 1.933
H 2.713 -3.381 -0.322
C 3.936 -1.641 -3.225
H -2.634 -0.115 -3.127
C 0.812 -0.053 -0.734
H 4.632 -0.236 3.053
H -0.004 3.813 0.832
C 4.523 -2.575 0.557
C 2.847 -0.936 2.081
C 0.853 -1.728 0.799
H 5.174 -3.220 -0.042
H -3.549 -0.078 -1.610
C 4.225 -0.628 -2.298
H 3.434 0.713 -0.787
H 1.147 0.589 0.091
H -0.282 3.820 -0.931
H -4.443 4.242 0.878
C 4.229 -0.884 2.267
C 3.213 -0.075 -1.513
N -1.288 1.202 -0.981
C 5.071 -1.660 1.468
C -2.302 -2.363 2.754
C -1.182 2.144 0.149
H -0.110 0.984 1.649
```

Summary:
Orbital gap   6.22 eV
HOMO energy   -10.969 eV
Energy above the lowest of the compared OMol25 structures with the same formula, charge and spin   82.0 kcal/mol
Lowest unoccupied orbital energy   -4.7 eV
Charge   +1
DFT total energy   -46926.4947 eV


# 5
Formula: C30H32N4O6
Source: the OMol25 dataset
Level of theory: ωB97M-V with the def2-TZVPD basis set

Structure (XYZ):
```
72
C30H32N4O6 (ωB97M-V with the def2-TZVPD basis set)
H -2.753 -3.700 -2.245
C 2.204 -1.204 -2.104
H 4.317 -1.667 2.281
C 4.543 -0.615 1.765
C 5.567 -3.511 0.602
C 1.970 -0.466 0.459
C -0.452 8.047 3.002
C 2.226 -1.746 -0.535
H -6.540 -2.996 0.462
H -5.526 -0.769 1.539
H -4.800 -3.287 1.233
C 0.210 1.627 1.360
H 5.169 0.020 2.545
C -1.480 -6.010 -4.433
C -5.194 -1.080 0.452
C -0.148 -3.991 -4.409
H -3.227 0.752 -0.951
O -0.940 -0.429 -1.682
C 0.319 7.793 1.860
H 0.709 -3.426 -4.769
N -1.871 0.711 0.468
H 0.996 3.152 3.106
H 1.274 -2.456 -0.437
C -1.330 2.031 0.969
C -0.141 6.878 0.911
C 1.283 2.233 2.440
C 0.542 0.334 0.408
C 2.754 1.441 2.522
C -1.001 -3.429 -3.458
H -2.278 7.568 4.086
C 4.576 -4.499 0.879
N -3.467 -6.221 -2.962
H -1.652 -7.012 -4.823
H -3.064 -1.562 -0.431
H -5.029 -3.169 -0.666
C -2.330 -5.446 -3.473
C -3.579 -0.830 0.323
H 1.269 8.296 1.695
H 7.164 -2.139 -0.387
N 0.015 9.025 3.992
H 6.176 0.182 0.389
H -3.118 -1.084 1.394
H 3.288 -1.277 -2.558
H 7.009 -1.996 1.516
C 3.086 0.112 1.562
C 6.387 -2.087 0.501
H 0.279 -5.707 -5.643
O -4.207 -5.680 -2.127
H 4.802 -0.669 -0.580
H -0.809 -2.426 -3.081
C -1.360 6.225 1.102
H 1.455 -1.825 -2.788
H 3.764 -5.320 1.182
C 5.439 -0.753 0.399
H 1.879 -0.072 -2.201
H -1.718 5.518 0.356
H -3.071 5.960 2.387
C -0.833 0.111 -0.457
H 3.174 -2.384 -0.284
O -0.687 9.208 4.998
O -1.974 3.206 1.023
C -1.672 7.385 3.202
H 3.545 1.854 3.315
C -5.404 -2.737 0.368
O 1.081 9.614 3.764
C -2.122 6.474 2.244
H 0.449 6.676 0.020
C -2.098 -4.152 -2.986
N -3.201 0.647 0.088
O -3.620 -7.374 -3.392
C -0.388 -5.276 -4.899
H -5.835 -0.601 -0.404
```

Summary:
SMILES string   C#CCCCc1ccc2c(c1CC)C(=O)N(NCCC)C2=O.O=[N+]([O-])c1ccccc1.O=[N+]([O-])c1ccccc1
Orbital gap   7.71 eV
HOMO energy   -9.081 eV
Energy above the lowest of the compared OMol25 structures with the same formula, charge and spin   583.4 kcal/mol
Lowest unoccupied orbital energy   -1.4 eV
Charge   0
DFT total energy   -49850.8851 eV


# 6
Formula: C30H32N6O2PdSb2
Source: the OMol25 dataset
Level of theory: ωB97M-V with the def2-TZVPD basis set

Structure (XYZ):
```
73
C30H32N6O2PdSb2 (ωB97M-V with the def2-TZVPD basis set)
C 3.203 9.008 -1.799
C -1.154 -4.550 1.261
N 3.688 0.874 -0.535
H -3.971 -5.370 4.850
Sb 0.366 -1.007 2.796
H 3.559 8.721 -2.787
O 1.796 9.327 -1.863
N -2.168 5.856 -3.089
C 0.245 6.198 -2.798
H -4.293 -1.892 0.302
N -1.707 1.445 0.213
H 3.373 8.221 -1.066
C -2.204 2.287 1.112
C -1.142 1.204 -3.433
H 3.002 -0.972 2.653
H 2.494 0.688 3.008
H 1.341 -3.167 4.017
C -1.625 1.866 -1.048
C -0.430 8.879 -2.238
H -0.815 0.433 -4.116
H -0.094 -4.727 1.090
Sb -1.748 -2.773 0.226
H -1.542 2.689 -4.895
C -1.859 3.471 -2.895
H -2.323 -2.664 -2.410
O -0.619 -0.196 -1.636
H -0.379 -0.817 5.286
H -1.698 -5.376 0.803
C 1.238 7.075 -2.494
H 2.481 -0.529 4.306
C -1.106 6.634 -2.812
N 5.029 1.879 1.314
N -2.050 4.647 -3.334
C 4.404 1.392 0.474
C -1.528 2.415 -3.848
C -0.668 -3.750 3.612
C -1.037 -3.699 4.957
H -3.062 4.201 1.559
H -0.823 -3.582 -2.174
H -4.299 -3.650 0.512
C 0.617 -3.089 3.203
C 2.324 -0.360 3.241
C -2.549 4.005 -0.519
H 3.681 9.926 -1.480
H -3.333 -5.514 2.482
C -1.091 0.877 -2.013
Pd -0.254 -0.583 0.493
H -3.851 -2.603 1.872
H 2.271 6.763 -2.514
H -1.865 -0.807 4.300
H -0.624 9.920 -2.025
C 0.909 8.426 -2.185
H -2.900 4.990 -0.796
C -3.052 -4.912 4.511
H -0.900 0.682 4.491
H -2.396 -4.340 -1.822
H -2.268 1.922 2.130
C -1.412 8.005 -2.573
C -2.691 -4.986 3.177
H 0.492 5.179 -3.067
C -2.015 3.135 -1.468
H 1.087 -3.504 2.312
C -0.862 -0.402 4.403
H -0.369 -3.232 5.673
C -2.646 3.567 0.789
H -2.460 -4.231 6.463
C -2.213 -4.270 5.411
C -1.828 -3.411 -1.794
C 2.710 0.182 -0.098
N 1.800 -0.478 0.241
C -1.506 -4.421 2.710
H -2.447 8.311 -2.648
C -3.794 -2.726 0.791
```

Summary:
Orbital gap   5.06 eV
HOMO energy   -12.631 eV
Energy above the lowest of the compared OMol25 structures with the same formula, charge and spin   0.0 kcal/mol
Lowest unoccupied orbital energy   -7.6 eV
Charge   +2
DFT total energy   -61201.1959 eV


Repeat the sixth record exactly.
Formula: C30H32N6O2PdSb2
Source: the OMol25 dataset
Level of theory: ωB97M-V with the def2-TZVPD basis set

Structure (XYZ):
```
73
C30H32N6O2PdSb2 (ωB97M-V with the def2-TZVPD basis set)
C 3.203 9.008 -1.799
C -1.154 -4.550 1.261
N 3.688 0.874 -0.535
H -3.971 -5.370 4.850
Sb 0.366 -1.007 2.796
H 3.559 8.721 -2.787
O 1.796 9.327 -1.863
N -2.168 5.856 -3.089
C 0.245 6.198 -2.798
H -4.293 -1.892 0.302
N -1.707 1.445 0.213
H 3.373 8.221 -1.066
C -2.204 2.287 1.112
C -1.142 1.204 -3.433
H 3.002 -0.972 2.653
H 2.494 0.688 3.008
H 1.341 -3.167 4.017
C -1.625 1.866 -1.048
C -0.430 8.879 -2.238
H -0.815 0.433 -4.116
H -0.094 -4.727 1.090
Sb -1.748 -2.773 0.226
H -1.542 2.689 -4.895
C -1.859 3.471 -2.895
H -2.323 -2.664 -2.410
O -0.619 -0.196 -1.636
H -0.379 -0.817 5.286
H -1.698 -5.376 0.803
C 1.238 7.075 -2.494
H 2.481 -0.529 4.306
C -1.106 6.634 -2.812
N 5.029 1.879 1.314
N -2.050 4.647 -3.334
C 4.404 1.392 0.474
C -1.528 2.415 -3.848
C -0.668 -3.750 3.612
C -1.037 -3.699 4.957
H -3.062 4.201 1.559
H -0.823 -3.582 -2.174
H -4.299 -3.650 0.512
C 0.617 -3.089 3.203
C 2.324 -0.360 3.241
C -2.549 4.005 -0.519
H 3.681 9.926 -1.480
H -3.333 -5.514 2.482
C -1.091 0.877 -2.013
Pd -0.254 -0.583 0.493
H -3.851 -2.603 1.872
H 2.271 6.763 -2.514
H -1.865 -0.807 4.300
H -0.624 9.920 -2.025
C 0.909 8.426 -2.185
H -2.900 4.990 -0.796
C -3.052 -4.912 4.511
H -0.900 0.682 4.491
H -2.396 -4.340 -1.822
H -2.268 1.922 2.130
C -1.412 8.005 -2.573
C -2.691 -4.986 3.177
H 0.492 5.179 -3.067
C -2.015 3.135 -1.468
H 1.087 -3.504 2.312
C -0.862 -0.402 4.403
H -0.369 -3.232 5.673
C -2.646 3.567 0.789
H -2.460 -4.231 6.463
C -2.213 -4.270 5.411
C -1.828 -3.411 -1.794
C 2.710 0.182 -0.098
N 1.800 -0.478 0.241
C -1.506 -4.421 2.710
H -2.447 8.311 -2.648
C -3.794 -2.726 0.791
```

Summary:
Orbital gap   5.06 eV
HOMO energy   -12.631 eV
Energy above the lowest of the compared OMol25 structures with the same formula, charge and spin   0.0 kcal/mol
Lowest unoccupied orbital energy   -7.6 eV
Charge   +2
DFT total energy   -61201.1959 eV


> The highest DFT total energy belongs to which entry?

C30H32N3S